# 1
Entry from OMol25: 2 unconnected molecules or ions with the total composition C3H7NO (wB97M-V/def2-TZVPD).

Structure (XYZ):
```
12
C3H7NO | OMol25 | wB97M-V/def2-TZVPD
C -1.2929 0.1106 -0.1519
N -0.1938 -0.0541 0.7771
C 1.1518 -2.0156 -0.0546
O 0.6821 -2.0706 -1.0934
C 0.9806 0.7987 0.6692
H -0.9490 -0.0819 -1.1780
H -1.7925 1.0978 -0.1402
H -2.0413 -0.6537 0.0891
H -0.5116 -0.1366 1.7346
H 0.7694 1.8814 0.6339
H 1.5677 0.5409 -0.2292
H 1.6191 0.6002 1.5398
```

Properties
spin multiplicity = 1
lowest unoccupied orbital energy = 0.0412 Eh
ΔE to the lowest compared entry with this formula, charge and spin = 150.9 kJ/mol

These are the Löwdin partial charges, in e, on atoms 1 to 2: number 1, C, carries -0.15; number 2, N, carries -0.24


# 2
Entry from OMol25: a single C4H13N3O molecule (wB97M-V/def2-TZVPD).

Structure (XYZ):
```
21
C4H13N3O | OMol25 | wB97M-V/def2-TZVPD
C -2.0695 -0.7659 0.3439
N -1.2090 0.3092 -0.1466
N -0.0030 0.5772 0.5578
C -0.1776 0.7528 1.9963
C 1.0352 -0.3952 0.2546
C 1.5316 -0.3089 -1.1763
N 0.6229 -0.6927 -2.1618
O 1.9899 1.1318 -1.7241
H -1.5192 -1.7061 0.3283
H -2.9136 -0.8561 -0.3381
H -2.4694 -0.6091 1.3538
H -1.7309 1.1819 -0.1728
H -0.3910 -0.1747 2.5463
H -0.9969 1.4501 2.1747
H 0.7347 1.1766 2.4139
H 1.8816 -0.1790 0.9087
H 0.7385 -1.4360 0.4594
H 2.4889 -0.8163 -1.3072
H 1.0096 -0.3157 -3.0393
H -0.2861 -0.2672 -2.0048
H 1.7331 1.9431 -1.2667
```

Properties
spin multiplicity = 1
lowest unoccupied orbital energy = 0.0326 Eh
ΔE to the lowest compared entry with this formula, charge and spin = 281.7 kJ/mol
SMILES = CNN(C)C[C@@H](N)O

These are the Löwdin partial charges, in e, on atoms 1 to 2: number 1, C, carries -0.11; number 2, N, carries -0.11


# 3
Entry from OMol25: 2 unconnected molecules or ions with the total composition C4H14NO (wB97M-V/def2-TZVPD).

Structure (XYZ):
```
20
C4H14NO | OMol25 | wB97M-V/def2-TZVPD
C 0.8834 0.2552 -0.8169
C 0.2416 -1.0555 -0.8798
C 0.6739 -2.1146 0.1587
C 0.8406 -1.6649 1.6064
N 0.1937 1.3270 0.1527
H 1.8863 0.2208 -0.3844
H 1.0371 0.7582 -1.7768
H -0.8347 -0.8650 -0.8566
H 0.4150 -1.4863 -1.8595
H 0.0183 -2.9876 -0.1117
H 1.7872 -2.4567 -0.2103
H 1.7330 -1.0305 1.6866
H 1.0138 -2.4376 2.3373
H -0.0845 -0.9780 1.8582
H -0.0340 1.0719 1.0955
H -0.7191 1.8174 -0.1943
H 0.9241 2.0700 0.0185
H -2.5633 3.3015 -0.6662
H -3.1525 1.9507 -0.2119
O -2.3275 2.4052 -0.2755
```

Properties
net charge = +1
spin multiplicity = 1
lowest unoccupied orbital energy = -0.1176 Eh
ΔE to the lowest compared entry with this formula, charge and spin = 123.3 kJ/mol

These are the Löwdin partial charges, in e, on atoms 1 to 2: number 1, C, carries -0.13; number 2, C, carries -0.24


# 4
Entry from OMol25: 2 unconnected molecules or ions with the total composition C4H10ClO (wB97M-V/def2-TZVPD).

Structure (XYZ):
```
16
C4H10ClO | OMol25 | wB97M-V/def2-TZVPD
O -4.4006 0.7328 2.4523
C -3.0105 1.9536 0.8580
C -3.9438 -1.5880 3.0601
C -4.0515 0.8668 1.0782
C -3.5263 -0.1298 3.1729
H -3.3924 2.9177 1.2339
H -2.7936 2.0568 -0.2185
H -2.0708 1.7177 1.3852
H -3.9096 -1.9322 2.0127
H -3.2699 -2.2217 3.6609
H -4.9727 -1.7118 3.4377
H -4.9897 1.1260 0.5509
H -3.6949 -0.1004 0.6748
H -2.4828 0.0034 2.8285
H -3.5770 0.2001 4.2284
Cl -1.3306 -1.0959 0.8126
```

Properties
net charge = -1
spin multiplicity = 1
lowest unoccupied orbital energy = 0.1478 Eh
ΔE to the lowest compared entry with this formula, charge and spin = 0.9 kJ/mol

These are the Löwdin partial charges, in e, on atoms 1 to 2: number 1, O, carries -0.20; number 2, C, carries -0.13